1.
{"formula": "C3H6O2S", "method": "ωB97M-V with the def2-TZVPD basis set", "elements": ["O", "C", "S", "C", "C", "O", "H", "H", "H", "H", "H", "H"], "xyz": [[-1.863403, 1.219267, -0.006190], [-0.856991, 0.529273, -0.064640], [-1.029647, -1.263551, 0.031577], [0.473437, 1.186135, -0.181986], [1.661704, 0.489875, 0.399162], [2.030472, -0.700307, -0.213828], [0.212557, -1.504323, 0.419145], [0.408595, 2.131276, 0.362351], [0.564738, 1.418230, -1.266490], [2.542809, 1.132437, 0.479667], [1.373466, 0.215161, 1.461879], [2.366730, -0.559334, -1.116864]], "forces_ev_per_a": [[1.07, -1.03, -0.39], [-2.02, 0.45, 0.79], [-0.52, 0.59, -0.02], [0.42, 0.74, -0.75], [0.14, -0.19, 1.70], [0.57, -1.08, -0.95], [0.40, -0.20, -0.15], [-0.29, 0.11, -0.27], [0.26, -0.05, 0.54], [-0.25, 0.35, -0.04], [0.48, 0.21, -1.03], [-0.26, 0.10, 0.57]], "nbo_charge": [-0.544, 0.436, -0.024, -0.551, -0.066, -0.728, 0.151, 0.249, 0.237, 0.182, 0.182, 0.477], "homo_lumo_gap_ev": 10.3, "homo_energy_ev": -9.777, "total_charge": 0, "lumo_ev": 0.55, "smiles": "O=C(S)CCO"}

---

2.
{"formula": "C3H6O2S", "method": "ωB97M-V with the def2-TZVPD basis set", "elements": ["O", "C", "C", "S", "C", "O", "H", "H", "H", "H", "H", "H"], "xyz": [[-1.669161, 0.726472, 1.211007], [-0.280476, 0.750117, 1.070623], [0.508931, -0.096344, -0.263555], [1.601744, 0.786047, -1.141013], [0.029632, -1.497260, -0.040349], [-1.396842, -1.472048, -0.001517], [-2.034527, 1.359627, 0.591048], [-0.054534, 1.793953, 0.767215], [0.343894, 0.243289, 2.015661], [0.170689, -2.266282, -1.017317], [0.586659, -1.867799, 0.916395], [-1.660575, -0.814022, 0.706958]], "forces_ev_per_a": [[-0.15, -0.51, 0.87], [3.56, -0.12, -1.10], [-0.63, 2.35, 2.03], [-1.62, -1.79, 1.04], [0.42, -2.64, -3.06], [0.59, 0.26, 1.42], [-0.16, 0.04, -0.15], [0.79, -0.61, 1.01], [-2.07, 1.80, -2.21], [0.48, 2.00, 2.83], [-1.09, 0.27, -1.56], [-0.12, -1.06, -1.13]], "nbo_charge": [-0.717, -0.142, -0.088, 0.069, -0.176, -0.729, 0.493, 0.195, 0.204, 0.208, 0.198, 0.486], "homo_lumo_gap_ev": 8.2, "homo_energy_ev": -8.764, "total_charge": 0, "lumo_ev": -0.55, "smiles": "OCC(=S)CO"}

---

3.
{"formula": "C3H6O2S", "method": "ωB97M-V with the def2-TZVPD basis set", "elements": ["O", "C", "O", "C", "C", "S", "H", "H", "H", "H", "H", "H"], "xyz": [[1.945691, -0.863987, 0.254694], [1.644747, 0.398621, -0.106556], [2.407111, 1.288076, -0.429318], [0.108086, 0.839677, 0.153371], [-0.670717, -0.451574, 0.381743], [-2.485331, -0.392332, -0.020724], [1.467890, -0.665452, -0.776115], [0.124607, 1.458301, 1.063193], [-0.071716, 1.375227, -0.803249], [-0.471853, -0.875826, 1.371481], [-0.350625, -1.140675, -0.383656], [-2.385799, 0.074016, -1.270580]], "forces_ev_per_a": [[-0.90, 0.48, -3.73], [-0.34, 6.19, 3.56], [-0.09, -1.39, -0.14], [1.63, -1.20, -0.53], [-0.99, 0.47, -1.37], [0.12, 0.18, 0.95], [1.12, -4.32, 1.08], [-0.01, 0.17, -0.69], [-0.64, -0.06, 1.00], [-0.43, 0.08, -0.32], [0.27, -0.60, 0.21], [0.27, 0.01, -0.01]], "nbo_charge": [-0.540, 0.600, -0.534, -0.501, -0.502, -0.051, 0.484, 0.248, 0.239, 0.245, 0.194, 0.117], "homo_lumo_gap_ev": 9.0, "homo_energy_ev": -9.414, "total_charge": 0, "lumo_ev": -0.37}

---

4.
{"formula": "C3H6O2S", "method": "ωB97M-V with the def2-TZVPD basis set", "elements": ["O", "C", "O", "C", "C", "S", "H", "H", "H", "H", "H", "H"], "xyz": [[2.202328, -0.338894, -1.017271], [1.553264, 0.264018, -0.193218], [2.062809, 0.396406, 1.040377], [0.129058, 0.674690, -0.448922], [-0.696295, -0.306354, 0.431951], [-2.425585, -0.220658, -0.136462], [2.894376, -0.078214, 1.123540], [-0.051607, 1.700700, -0.123725], [-0.138925, 0.529572, -1.484799], [-0.682747, 0.151426, 1.422347], [-0.246163, -1.294157, 0.431538], [-3.003716, -0.916313, 0.847623]], "forces_ev_per_a": [[-0.18, 0.26, -0.27], [1.30, -1.38, -1.26], [-1.34, 1.07, 0.91], [-0.04, -0.33, 1.35], [-0.33, 1.43, 0.30], [0.15, -0.18, -0.27], [0.22, -0.14, -0.48], [-0.12, -0.07, -0.13], [0.40, 0.11, -0.32], [0.13, -0.59, 0.14], [-0.28, -0.14, -0.07], [0.09, -0.05, 0.11]], "nbo_charge": [-0.597, 0.786, -0.692, -0.508, -0.501, -0.042, 0.504, 0.236, 0.242, 0.223, 0.221, 0.128], "homo_lumo_gap_ev": 10.1, "homo_energy_ev": -9.404, "total_charge": 0, "lumo_ev": 0.66, "smiles": "O=C(O)CCS"}

---

5.
{"formula": "C3H6O2S2", "method": "ωB97M-V with the def2-TZVPD basis set", "elements": ["C", "C", "C", "S", "S", "O", "O", "H", "H", "H", "H", "H", "H"], "xyz": [[0.255040, -0.748184, 0.149445], [-0.592178, 0.488600, -0.334283], [-0.218669, 1.604411, 0.588668], [-1.437686, 3.028328, 0.312865], [-1.423124, 1.554216, 1.824216], [-0.935906, 2.121994, 3.062989], [-2.444311, 0.543283, 1.741229], [1.284713, -0.682540, -0.265388], [-0.407149, -1.608206, -0.252871], [0.236689, -0.654684, 1.200992], [-1.561620, 0.224947, -0.294551], [-0.159147, 0.754287, -1.393620], [0.684290, 1.961275, 0.874337]], "forces_ev_per_a": [[-1.83, -0.09, -2.63], [7.35, 0.20, -2.48], [-4.76, -0.96, -1.19], [-0.34, -0.27, 0.75], [0.17, 2.35, 0.87], [-0.70, -0.81, -0.30], [0.55, 0.32, 0.31], [-0.78, -0.47, 0.39], [1.87, 0.75, 0.97], [0.26, -0.79, 1.30], [-3.28, -0.24, -0.26], [-1.50, -0.43, 1.68], [2.98, 0.43, 0.58]], "nbo_charge": [-0.605, -0.414, -0.521, -0.086, 2.029, -0.879, -0.869, 0.216, 0.225, 0.196, 0.237, 0.215, 0.255], "homo_lumo_gap_ev": 9.7, "homo_energy_ev": -9.801, "total_charge": 0, "lumo_ev": -0.07, "smiles": "CC[C@H]1SS1(=O)=O"}

---

6.
{"formula": "C3H6O2S2", "method": "ωB97M-V with the def2-TZVPD basis set", "elements": ["C", "C", "O", "O", "C", "S", "S", "H", "H", "H", "H", "H", "H"], "xyz": [[1.088767, 0.220025, 0.368911], [2.273613, -0.628345, 0.482226], [3.318297, 0.011305, 1.065538], [2.400263, -1.661166, -0.119060], [-0.079906, -0.384920, -0.454313], [-1.279287, 1.077056, -0.466228], [-3.033788, -0.059674, -0.174826], [0.810866, 0.653036, 1.329223], [1.484372, 1.078643, -0.203468], [4.111445, -0.226592, 0.566146], [-0.527062, -1.223650, 0.093051], [0.126700, -0.751370, -1.466679], [-3.360285, 0.314739, -1.419545]], "forces_ev_per_a": [[-0.65, 1.18, -0.89], [2.05, -0.80, -1.09], [-0.79, 0.23, -0.08], [-0.37, -0.08, 0.27], [0.28, 0.78, 2.15], [-0.89, -2.66, -0.33], [1.57, 0.89, -0.53], [-0.33, -0.23, 0.08], [-0.11, -0.08, 0.19], [0.22, -0.41, 0.36], [-0.24, 0.29, -0.14], [0.07, 0.61, 0.02], [-0.81, 0.29, -0.01]], "nbo_charge": [-0.558, 0.784, -0.679, -0.544, -0.494, 0.561, 0.153, 0.261, 0.257, 0.515, 0.265, 0.295, 0.184], "homo_lumo_gap_ev": [8.7, 5.3], "multiplicity": 2, "homo_energy_ev": [-14.389, -14.355], "total_charge": 1, "lumo_ev": [-5.67, -9.01]}

---

Quick rundown of total energy, same order as above: -666.55732; -666.45698; -666.46711; -666.58227; -1064.66493; -1064.43009 Eh
Quick rundown of energy relative to the best compared isomer or geometry (same formula, charge and spin), same order as above: 96.4; 359.8; 333.2; 30.9; 316.9; 63.7 kJ/mol